C34H32AsCuF3N4O2S2Sb | ωB97M-V/def2-TZVPD

```
! wB97M-V def2-TZVPD RIJCOSX def2/J DEFGRID3
* xyz -1 2
Cu -1.1630 0.2730 1.4010
S 0.9088 0.1510 2.3326
C 0.3233 1.3505 3.4212
S -1.3311 1.7618 3.1296
C 1.1019 1.9286 4.4026
C 0.5703 2.8905 5.3103
N 0.1532 3.6655 6.0545
C 2.4928 1.6305 4.4852
N 3.6218 1.3963 4.5213
O -2.8502 0.6308 0.3492
N -2.9236 0.0043 -0.7518
N -1.8990 -0.7003 -1.0289
O -0.8429 -0.7818 -0.2479
C -1.8420 -1.3675 -2.2902
C -2.8044 -1.1361 -3.2656
C -2.6829 -1.7702 -4.4900
C -1.6127 -2.6194 -4.7447
C -0.6631 -2.8404 -3.7593
C -0.7723 -2.2170 -2.5247
H -3.6184 -0.4552 -3.0664
H -3.4239 -1.5851 -5.2570
H -1.5199 -3.1038 -5.7081
H 0.1752 -3.4983 -3.9498
H -0.0386 -2.3614 -1.7453
C -1.7850 -4.5022 2.5688
C -2.9487 -3.5951 2.9582
As -2.3606 -1.7188 3.0831
C -3.9688 -0.9675 3.9232
C -5.0293 -0.6234 2.8816
C -1.1917 -1.8086 4.6583
C -1.7463 -2.5316 5.8779
H -2.1063 -5.5381 2.4394
H -1.0032 -4.4907 3.3307
H -1.3299 -4.1702 1.6332
H -3.3992 -3.9060 3.9041
H -3.7321 -3.6277 2.1986
H -3.6357 -0.0692 4.4469
H -4.3607 -1.6644 4.6670
H -4.6395 0.0831 2.1475
H -5.9142 -0.1829 3.3460
H -5.3542 -1.5144 2.3378
H -0.9720 -0.7638 4.8886
H -0.2481 -2.2464 4.3292
H -2.6815 -2.0862 6.2188
H -1.0400 -2.4840 6.7097
H -1.9373 -3.5877 5.6712
F 6.5159 0.0921 -5.6872
C 5.5737 0.1652 -4.7174
C 4.8485 1.3333 -4.5828
C 3.8869 1.4009 -3.5857
C 3.6462 0.3231 -2.7328
C 4.4030 -0.8323 -2.9078
C 5.3740 -0.9253 -3.9008
Sb 2.1564 0.3489 -1.1639
C 0.6134 1.1209 -2.4371
C -0.4022 1.9052 -1.8909
C -1.4864 2.3146 -2.6559
C -1.5380 1.9226 -3.9780
F -2.5997 2.2992 -4.7312
C -0.5547 1.1515 -4.5607
C 0.5207 0.7528 -3.7772
C 2.6939 2.2420 -0.3192
C 2.4417 3.4622 -0.9416
C 2.8216 4.6599 -0.3491
C 3.4519 4.6141 0.8775
F 3.8214 5.7788 1.4574
C 3.7110 3.4296 1.5355
C 3.3268 2.2445 0.9246
H 5.0431 2.1647 -5.2472
H 3.3163 2.3154 -3.4758
H 4.2418 -1.6856 -2.2577
H 5.9673 -1.8191 -4.0402
H -0.3641 2.2000 -0.8471
H -2.2858 2.9083 -2.2329
H -0.6429 0.8614 -5.5993
H 1.2946 0.1416 -4.2279
H 1.9203 3.4932 -1.8917
H 2.6244 5.6154 -0.8167
H 4.1814 3.4348 2.5101
H 3.5026 1.3155 1.4530
*
```

Output
HOMO-LUMO gap (spin up / spin down), Eh: 0.2790 / 0.2686
Energy relative to the best compared isomer or geometry (same formula, charge and spin), eV: 0.0000
HOMO energy (spin up / spin down), hartree: -0.195 / -0.194

Löwdin atomic charge list, values in e, 2 entries: -0.019, 0.602